[1]
The following is a quantum chemistry calculation of 16 unconnected molecules or ions with the total composition C32H96O25 in a non-equilibrium geometry, from the Open Molecules 2025 dataset.

Calculated values
LUMO energy ... -0.100 eV
Net charge ... 0
HOMO-LUMO gap ... 9.476 eV
HOMO energy ... -0.35193 Eh

```
153
C32H96O25 | the Open Molecules 2025 dataset | the ωB97M-V functional and the def2-TZVPD basis
C 7.2777 37.7899 27.9399
C 8.6209 37.8026 27.2018
O 8.8581 39.0442 26.5667
H 6.9645 36.7696 28.1682
H 6.5228 38.3063 27.3472
H 7.3446 38.2894 28.9081
H 8.5055 37.0472 26.4200
H 9.4378 37.5668 27.8837
H 9.5201 38.9213 25.8831
C 6.3109 35.8635 24.1884
C 6.6902 35.6247 22.7256
O 8.1075 35.6226 22.5784
H 6.5658 35.0724 24.8937
H 5.2348 36.0404 24.1670
H 6.8658 36.7411 24.5285
H 6.1973 36.3694 22.0960
H 6.2092 34.6881 22.4404
H 8.4146 36.5340 22.5685
C 9.0256 30.9576 27.9475
C 9.4247 30.4838 29.3400
O 8.2738 30.1908 30.0971
H 9.8599 30.9955 27.2449
H 8.5603 31.9487 27.9642
H 8.1912 30.4191 27.4899
H 10.0323 31.2581 29.8207
H 10.0300 29.5773 29.2892
H 7.7706 31.0172 30.1943
C 2.7422 35.0674 22.4196
C 3.5396 33.8972 22.9660
O 2.5308 32.8942 23.0147
H 2.3277 34.8443 21.4358
H 3.3755 35.9457 22.2558
H 1.9055 35.3538 23.0519
H 3.9566 34.1072 23.9564
H 4.3791 33.6098 22.3250
H 2.8161 32.1001 23.5049
C 6.5673 31.3039 21.9678
C 7.0839 29.9989 21.4223
O 6.8868 28.9442 22.3931
H 5.4888 31.2980 22.1280
H 6.7990 32.1626 21.3386
H 7.0263 31.4746 22.9444
H 8.1497 29.9953 21.1818
H 6.5997 29.7284 20.4797
H 7.2995 28.1441 22.0571
C 1.0920 27.9848 26.6345
C 1.3896 29.1665 27.5048
O 2.6044 29.7891 27.0583
H 0.4187 27.2782 27.1193
H 1.9989 27.4262 26.3892
H 0.7434 28.2627 25.6366
H 1.5124 28.7706 28.5204
H 0.5282 29.8334 27.5884
H 2.3671 30.7277 27.2174
C 8.2522 27.8912 25.4150
C 9.3700 27.4956 26.3618
O 9.5469 26.0966 26.1246
H 8.1168 28.9740 25.4725
H 7.3104 27.3757 25.5722
H 8.6235 27.7274 24.4002
H 9.0117 27.5888 27.3926
H 10.3063 28.0467 26.2486
H 9.9004 25.6835 26.9169
C 4.3120 28.5906 24.3355
C 3.3848 29.5863 23.6006
O 3.0259 30.6517 24.4824
O 5.4643 29.2893 24.7256
H 4.5882 27.7576 23.6865
H 3.7621 28.2365 25.2071
H 2.4662 29.0755 23.2897
H 3.8844 29.8840 22.6780
H 3.0973 30.2460 25.3708
H 6.0815 29.3536 23.9750
C 5.7592 28.3499 28.4917
C 4.8895 27.1665 28.2102
O 5.3763 25.9502 28.7385
O 5.9288 28.5626 29.8925
H 5.3945 29.2559 27.9958
H 6.7702 28.2371 28.0846
H 4.7322 27.0917 27.1327
H 3.8691 27.3656 28.5616
H 5.4802 26.0791 29.6877
H 6.7463 29.0415 30.0857
C 5.9225 33.5761 27.5024
C 5.3257 32.4704 26.6242
O 6.3312 31.6804 25.9910
O 4.8854 34.4313 27.9317
H 6.7149 34.1196 26.9877
H 6.4039 33.0553 28.3366
H 4.7208 32.9560 25.8493
H 4.6916 31.7394 27.1356
H 5.9344 30.9693 25.4861
H 4.4753 34.0131 28.7031
C 9.1289 32.9704 24.4473
C 9.6863 31.5498 24.4390
O 10.9441 31.4151 25.1230
O 9.8251 33.8533 23.5970
H 9.2222 33.3521 25.4718
H 8.0742 32.8780 24.1759
H 9.7168 31.2303 23.3945
H 8.9641 30.9631 25.0134
H 11.3461 30.6060 24.7893
H 9.1853 34.5476 23.3347
C 6.9090 33.4187 31.8465
C 8.3343 33.4694 32.3863
O 8.5958 34.6564 33.0875
O 6.7590 32.4178 30.8538
H 6.7022 34.3804 31.3584
H 6.1825 33.3265 32.6585
H 9.1110 33.3308 31.6291
H 8.4060 32.6235 33.0741
H 8.6947 35.3735 32.4529
H 5.8217 32.4214 30.5902
C 1.4298 35.7801 27.6471
C 2.3454 35.8115 26.4323
O 3.5309 36.5733 26.7079
O 2.0715 35.0960 28.7218
H 0.5242 35.2509 27.3315
H 1.1561 36.7868 27.9678
H 1.8274 36.2258 25.5723
H 2.6835 34.7861 26.2520
H 4.0266 35.9837 27.2990
H 1.5838 35.2952 29.5267
C 4.3031 36.9734 30.6600
C 5.4414 37.7106 31.3636
O 6.3419 36.8466 32.0407
O 3.2353 36.8034 31.5982
H 4.7580 36.0479 30.3039
H 3.9693 37.5531 29.7967
H 5.0782 38.5110 32.0143
H 6.0007 38.2543 30.5992
H 5.9477 36.5599 32.8704
H 2.6469 37.5516 31.4731
C 9.9289 34.6243 28.3027
C 10.7830 34.1749 29.4728
O 11.6239 33.0949 29.0567
O 10.7036 35.4823 27.4180
H 9.0725 35.1989 28.6594
H 9.6507 33.7583 27.7019
H 10.1801 33.9096 30.3397
H 11.5237 34.9303 29.7529
H 12.0490 33.3535 28.2346
H 11.0900 34.9423 26.7210
C 3.3346 31.6909 30.0588
C 1.9677 32.0451 29.4912
O 2.0891 32.4004 28.1245
O 4.1080 32.8668 30.3796
H 3.9047 31.0376 29.3992
H 3.2335 31.1483 31.0040
H 1.5852 32.8733 30.0937
H 1.3127 31.1785 29.5802
H 2.2624 33.3638 28.1269
H 3.6561 33.3434 31.0844
```

=====

[2]
The following is a quantum chemistry calculation of a single C9H9N molecule in a non-equilibrium geometry, from the Open Molecules 2025 dataset.

Calculated values
LUMO energy ... 0.823 eV
Net charge ... 0
HOMO-LUMO gap ... 9.171 eV
HOMO energy ... -0.30681 Eh
SMILES string ... C#C[C@H]1[C@H]2C=NC=C(C)[C@@H]12
Energy relative to the best compared isomer or geometry (same formula, charge and spin) ... 2.7937 eV

```
19
C9H9N | the Open Molecules 2025 dataset | the ωB97M-V functional and the def2-TZVPD basis
C -1.1723 -0.4009 -1.0218
C -1.8590 -0.9234 0.1196
C -0.7784 1.0597 -1.0861
C -0.8284 1.8868 0.1118
C 0.6908 0.6089 1.2655
C 1.0852 -0.1164 0.1975
C 0.3007 -0.0382 -1.0328
C -2.5154 -1.3210 1.0435
C 2.3246 -0.9555 0.2388
N -0.1996 1.6381 1.1925
H -0.9777 1.5729 -2.0205
H -1.3946 2.8097 0.0793
H 1.1790 0.5168 2.2261
H -1.5405 -0.8079 -1.9592
H 0.8346 -0.2655 -1.9500
H -3.0714 -1.7584 1.8163
H 2.1588 -1.8451 0.8461
H 3.1398 -0.3929 0.6918
H 2.6236 -1.2678 -0.7583
```

=====

[3]
The following is a quantum chemistry calculation of a single C2H4NP molecule in a non-equilibrium geometry, from the Open Molecules 2025 dataset.

Calculated values
LUMO energy ... 0.916 eV
Net charge ... 0
HOMO-LUMO gap ... 10.223 eV
HOMO energy ... -0.34203 Eh
SMILES string ... PC1=NC1
Energy relative to the best compared isomer or geometry (same formula, charge and spin) ... 2.2311 eV

```
8
C2H4NP | the Open Molecules 2025 dataset | the ωB97M-V functional and the def2-TZVPD basis
C 0.3301 0.2720 0.6966
C 1.2561 0.1831 -0.4329
N 1.5361 0.4066 1.0649
P -1.4414 0.3985 0.8627
H 1.5974 -0.7787 -0.8133
H 1.3911 1.2629 -0.8123
H -1.7548 -0.8398 0.4288
H -1.4536 0.9127 -0.4124
```

=====

[4]
The following is a quantum chemistry calculation of 4 unconnected molecules or ions with the total composition C35H67IN2O17P in a non-equilibrium geometry, from the Open Molecules 2025 dataset.

Calculated values
LUMO energy ... -5.800 eV
Net charge ... +1
HOMO-LUMO gap ... 4.631 eV
HOMO energy ... -0.38331 Eh

```
123
C35H67IN2O17P | the Open Molecules 2025 dataset | the ωB97M-V functional and the def2-TZVPD basis
C -0.8642 10.7309 4.7377
C -0.0457 9.3144 4.9034
O 0.6600 9.1512 6.0556
O 0.0333 8.2330 3.9075
C -1.2956 7.8398 3.4063
C -1.4545 8.3383 1.8498
C -0.4299 7.5916 0.7900
C -1.1233 6.3754 -0.0694
C -1.3900 4.9967 0.7850
C -0.1074 4.6185 1.7588
O 1.1050 4.4834 0.8906
C 1.4600 3.0572 0.8051
O 0.5222 2.1340 0.4548
C 2.9527 2.4694 1.1463
C 3.6309 1.4087 0.0961
O 2.8787 1.0492 -1.1508
C 5.1235 0.7722 0.4568
I 5.8772 -0.7032 -1.0354
N 5.9134 1.1405 1.7296
C 7.2573 0.5365 2.0693
C 6.9486 -0.7361 3.1033
O 6.0679 -1.6588 2.7011
O 7.5479 -0.8772 4.4400
C 5.2896 2.1362 2.7283
P 6.1643 2.6325 4.3970
O 6.7900 4.0911 4.3544
C 3.8044 2.8471 2.4961
C 3.2117 3.8868 3.6600
N 3.9519 5.2134 3.6943
H -0.1828 11.4627 4.1091
H -1.0419 11.2506 5.7815
H -1.9130 10.6349 4.2263
H -2.1715 8.2830 4.0825
H -1.4018 6.6618 3.5012
H -1.1658 9.4932 1.8198
H -2.5542 8.2619 1.4477
H 0.5756 7.2924 1.3320
H -0.1224 8.4246 -0.0035
H -2.1849 6.7489 -0.4680
H -0.4865 6.0706 -1.0176
H -2.3447 5.0279 1.4731
H -1.4909 4.1202 0.0112
H 0.1625 5.4862 2.5237
H -0.3211 3.6609 2.4032
H 2.9065 0.0588 -1.3013
H 7.8530 0.0962 1.1645
H 7.9954 1.3157 2.5922
H 6.8212 -1.2226 5.0685
H 7.2616 1.7130 4.6090
H 5.2704 2.5048 5.5326
H 3.2112 3.3834 4.7361
H 2.0705 4.1567 3.4436
H 4.4894 5.3454 4.5824
H 4.5410 5.3568 2.8438
C 1.7736 0.5328 -4.4036
O 1.2660 -0.7857 -4.2749
C -0.1216 -0.8019 -3.9309
C -0.7675 -2.1138 -4.3853
O -1.0549 -2.1436 -5.7900
C 0.0799 -2.2750 -6.6574
C 0.7070 -3.6704 -6.6243
O 1.5140 -3.8289 -5.4596
C 1.6544 -5.1931 -5.0818
H 1.7115 1.0656 -3.4468
H 2.8207 0.4690 -4.7070
H 1.2269 1.0783 -5.1782
H -0.6437 0.0425 -4.3951
H -0.1909 -0.7150 -2.8417
H -1.7407 -2.1974 -3.8892
H -0.1857 -2.9859 -4.0811
H 0.8158 -1.4903 -6.4661
H -0.3056 -2.1020 -7.6675
H 1.3615 -3.7995 -7.4977
H -0.0889 -4.4266 -6.6533
H 0.6718 -5.6368 -4.8849
H 2.2387 -5.2331 -4.1602
H 2.1777 -5.7542 -5.8617
C -5.9170 -4.1305 0.6936
O -5.2003 -3.1275 -0.0086
C -5.8352 -2.7666 -1.2377
C -5.4340 -1.3467 -1.6472
O -6.1356 -0.3304 -0.9181
C -5.7458 -0.1625 0.4521
C -4.3707 0.4889 0.6133
O -3.3354 -0.4638 0.3818
C -2.1201 0.1495 -0.0311
H -5.9550 -5.0583 0.1097
H -5.4005 -4.3249 1.6359
H -6.9290 -3.7854 0.9245
H -6.9252 -2.8246 -1.1400
H -5.5024 -3.4780 -2.0005
H -5.7255 -1.2050 -2.6937
H -4.3542 -1.1944 -1.6002
H -5.8204 -1.1039 1.0018
H -6.4917 0.5119 0.8852
H -4.2563 0.8547 1.6433
H -4.2858 1.3342 -0.0827
H -2.2762 0.7217 -0.9528
H -1.3933 -0.6390 -0.2370
H -1.7305 0.7974 0.7596
C -2.4815 -4.5728 -1.0921
O -1.6053 -5.6838 -1.1946
C -0.2326 -5.3065 -1.0622
C 0.6009 -6.4937 -0.5719
O 0.4693 -6.7315 0.8363
C -0.7803 -7.2932 1.2611
C -0.9476 -8.7619 0.8660
O -1.3066 -8.8724 -0.5095
C -0.9387 -10.1297 -1.0640
H -2.3016 -3.8625 -1.9084
H -3.5083 -4.9385 -1.1595
H -2.3588 -4.0779 -0.1243
H -0.1284 -4.4717 -0.3597
H 0.1186 -4.9930 -2.0507
H 1.6573 -6.2477 -0.7260
H 0.4041 -7.4003 -1.1470
H -1.6218 -6.6807 0.9282
H -0.7666 -7.2372 2.3545
H -1.7602 -9.2102 1.4548
H -0.0128 -9.3012 1.0697
H 0.1429 -10.2831 -0.9753
H -1.1974 -10.1230 -2.1248
H -1.4816 -10.9400 -0.5685
```

=====

[5]
The following is a quantum chemistry calculation of a gas-phase ion, C5H16NOP2 (charge +1) in a non-equilibrium geometry, from the Open Molecules 2025 dataset.

Calculated values
LUMO energy ... -2.702 eV
Net charge ... +1
HOMO-LUMO gap ... 9.376 eV
HOMO energy ... -0.44384 Eh
SMILES string ... C[N+](C)(C)C[C@@H](O)[PH]#[PH2]

```
25
C5H16NOP2 | the Open Molecules 2025 dataset | the ωB97M-V functional and the def2-TZVPD basis
C -1.5471 -0.4929 -0.7509
C -1.4615 1.8894 -1.4142
C -0.0624 0.2625 -2.4093
C 0.3799 0.8594 -0.0384
C 1.1627 -0.5148 0.8760
N -0.6694 0.6164 -1.1492
O 2.2504 -0.0083 1.4504
P 1.8207 -1.9670 3.4284
P 0.0381 -1.3150 2.1998
H -0.7888 -1.3570 -0.4550
H -2.0732 -0.1819 0.1126
H -2.1712 -0.6555 -1.6125
H -0.7833 2.4916 -2.0110
H -2.2788 1.5043 -2.0312
H -1.6423 2.3834 -0.4486
H 0.7113 1.0266 -2.6118
H 0.4802 -0.6753 -2.3109
H -0.8245 0.1251 -3.1905
H -0.1821 1.3860 0.6817
H 1.3333 1.2683 -0.3536
H 1.3312 -1.1968 0.0709
H 1.9974 0.5821 2.2740
H 1.9606 -2.9100 2.3648
H 1.2364 -2.9826 4.2025
H -0.2174 -0.1380 3.1261
```

=====

[6]
The following is a quantum chemistry calculation of a molecular structure, C9H6CaN2O4 in a non-equilibrium geometry, from the Open Molecules 2025 dataset.

Calculated values
LUMO energy ... -8.939 eV
Net charge ... +2
HOMO-LUMO gap ... 6.927 eV
HOMO energy ... -0.58306 Eh
Energy relative to the best compared isomer or geometry (same formula, charge and spin) ... 2.6809 eV

```
22
C9H6CaN2O4 | the Open Molecules 2025 dataset | the ωB97M-V functional and the def2-TZVPD basis
O 0.0033 3.1081 -4.2277
C 0.0017 2.0222 -3.8426
Ca 0.0036 0.0644 -2.6679
C 1.6890 -0.9049 -3.8407
C -1.6859 -0.9017 -3.8437
O 2.6260 -1.4457 -4.2247
O -2.6220 -1.4442 -4.2243
N 0.4757 0.6818 4.3235
C -0.1960 -0.3087 3.5127
O -0.8393 -1.2380 4.0351
C -0.0901 -0.1786 1.9963
C 0.5952 0.7771 1.3279
C 0.6017 0.7951 -0.0595
N -0.0524 -0.1165 -0.7557
C -0.7363 -1.0745 -0.1381
C -0.7806 -1.1459 1.2395
H 0.3543 0.5258 5.2595
H 0.9637 1.3948 3.9577
H 1.1717 1.5831 1.8654
H 1.1805 1.6143 -0.6127
H -1.2944 -1.8415 -0.7833
H -1.3695 -1.9665 1.7033
```